DFT (the ωB97M-V functional and the def2-TZVPD basis) results for a molecular structure, C39H39ClN8O3S3V in a non-equilibrium geometry.

```
! wB97M-V def2-TZVPD RIJCOSX def2/J DEFGRID3
* xyz -1 3
V 0.47972 0.08965 0.07789
C 3.67932 3.31606 -2.78808
S 4.51007 2.72266 -1.30157
C 3.25446 1.63263 -0.64991
S 2.32640 0.62764 -1.64988
N 3.21687 1.67002 0.64524
N 2.30878 0.68459 1.11761
C 2.32167 0.65532 2.39933
C 1.68529 -0.37454 3.22559
C 1.50609 -0.12102 4.57977
C 0.99798 -1.13397 5.37649
C 0.72189 -2.35351 4.79071
C 0.94616 -2.51597 3.42816
N 1.41034 -1.54786 2.64490
H 4.41754 3.86694 -3.37056
H 2.84930 3.96984 -2.52731
H 3.31351 2.47360 -3.37128
H 2.93484 1.39895 2.90313
H 1.74356 0.85365 4.98503
H 0.82997 -0.96988 6.43322
H 0.35236 -3.18769 5.37195
H 0.77010 -3.47412 2.95747
C -1.57133 2.21066 4.61753
C -2.10733 0.92798 4.62648
C -1.94396 0.07126 3.55143
C -1.23524 0.48147 2.40612
C -0.69615 1.78281 2.41029
C -0.86066 2.62440 3.49808
N -0.99411 -0.35629 1.33051
C -1.82824 -1.48762 1.18618
C -3.21948 -1.33215 1.14655
C -4.05119 -2.42038 0.96177
C -3.51675 -3.69507 0.80035
C -2.14273 -3.85941 0.82871
C -1.30489 -2.76824 1.02859
H -1.71000 2.87491 5.46124
H -2.65336 0.57818 5.49617
H -2.34054 -0.93292 3.59923
H -0.13873 2.15361 1.55410
H -0.43174 3.61933 3.45803
H -3.63405 -0.33636 1.24716
H -5.12435 -2.27145 0.92170
H -4.16825 -4.54562 0.64104
H -1.70430 -4.84123 0.69142
H -0.23564 -2.90911 1.03657
S 3.18732 -5.06553 1.52585
C 3.85965 -3.55476 1.30405
N 3.78005 -2.96219 0.06042
C 4.30011 -1.75878 -0.24269
C 4.99113 -1.08372 0.71587
C 5.03619 -1.69999 1.98002
N 4.50693 -2.85925 2.28119
H 3.25769 -3.47684 -0.64727
H 4.12337 -1.39696 -1.24635
H 5.41623 -0.11002 0.52936
H 5.53298 -1.18350 2.79956
Cl 1.63716 -4.25856 -2.16663
C 1.34667 -2.86167 -3.19619
C 1.66489 -3.00209 -4.53945
C 1.36717 -1.97442 -5.41725
C 0.74557 -0.83144 -4.93040
C 0.46834 -0.71050 -3.58149
C 0.77655 -1.71177 -2.65282
C 0.45382 -1.58014 -1.20448
H 2.12028 -3.92145 -4.88331
H 1.60778 -2.07330 -6.46870
H 0.49189 -0.01824 -5.60072
H 0.02485 0.19754 -3.20293
H 1.00983 -2.32818 -0.62846
H -0.60521 -1.84832 -1.10883
C -3.47495 2.95634 0.29672
C -3.92459 2.43317 -1.05936
C -2.79615 2.27354 -2.10898
C -3.42399 1.81234 -3.43172
C -2.41168 1.54632 -4.53549
C -2.15528 3.63001 -2.31237
O -2.70881 4.54536 -2.89143
N -0.92178 3.78921 -1.75025
C -0.17195 2.82093 -1.06847
O 0.84091 3.18466 -0.49462
N -0.62704 1.53942 -1.03308
C -1.84046 1.20187 -1.56936
O -2.22074 0.04315 -1.58173
H -4.31594 2.98616 0.99163
H -3.07007 3.96906 0.22959
H -2.71070 2.31814 0.74367
H -4.67542 3.09457 -1.49774
H -4.37378 1.44375 -0.94863
H -4.12124 2.59316 -3.73898
H -3.99419 0.90701 -3.22132
H -1.77853 2.41983 -4.71713
H -2.91591 1.31147 -5.47461
H -1.77233 0.69969 -4.28716
H -0.49985 4.70318 -1.79470
*
```

- HOMO-LUMO gap (spin up / spin down) (eV) = 6.45 / 6.72
- largest force on an atom (eV/Å) = 1.971
- HOMO level (spin up / spin down) (eV) = -4.7 / -5.0
- ⟨S²⟩ = 2.030
- total energy (eV) = -129860.6205